1.
{"formula": "C33H29FN7ORuS2Se", "method": "ωB97M-V/def2-TZVPD", "homo_ev": [-1.78, -1.68], "multiplicity": 2, "charge": -2, "gap_ev": [4.037, 3.939], "species": ["Ru", "C", "C", "C", "C", "C", "C", "N", "N", "C", "C", "C", "C", "C", "C", "H", "H", "H", "H", "H", "H", "H", "H", "H", "S", "C", "S", "C", "C", "N", "C", "N", "F", "Se", "N", "C", "C", "C", "C", "N", "C", "N", "H", "H", "H", "C", "C", "C", "C", "C", "C", "C", "C", "C", "C", "C", "C", "O", "H", "H", "H", "H", "H", "H", "H", "H", "H", "H", "H", "H", "H", "H", "H", "H", "H"], "coordinates": [[-0.015, 0.360, 0.414], [-0.737, 3.672, 5.023], [-0.451, 2.423, 5.558], [-0.231, 1.339, 4.741], [-0.299, 1.468, 3.337], [-0.576, 2.742, 2.810], [-0.787, 3.817, 3.643], [-0.136, 0.376, 2.532], [0.034, -0.772, 3.131], [0.285, -1.818, 2.330], [0.453, -3.106, 2.869], [0.708, -4.170, 2.033], [0.790, -3.969, 0.663], [0.618, -2.694, 0.129], [0.381, -1.592, 0.927], [-0.903, 4.522, 5.672], [-0.399, 2.294, 6.632], [-0.002, 0.367, 5.149], [-0.616, 2.892, 1.742], [-0.998, 4.784, 3.208], [0.374, -3.235, 3.939], [0.838, -5.165, 2.441], [0.985, -4.802, 0.001], [0.707, -2.589, -0.947], [2.137, 1.303, 0.882], [2.033, 3.033, 1.201], [1.265, 4.007, 0.077], [2.716, 3.510, 2.314], [3.465, 2.659, 3.130], [4.121, 2.001, 3.813], [2.720, 4.855, 2.685], [2.740, 5.954, 3.041], [-0.788, 2.120, -0.216], [-4.365, -3.710, -1.609], [-4.882, -2.200, -0.891], [-4.197, -1.244, -0.277], [-4.924, -0.419, 0.604], [-4.270, 0.474, 1.425], [-2.890, 0.538, 1.386], [-2.172, -0.152, 0.492], [-2.785, -0.946, -0.389], [-2.038, -1.471, -1.389], [-5.994, -0.554, 0.651], [-4.813, 1.098, 2.120], [-2.354, 1.188, 2.062], [3.351, 0.990, -2.284], [3.331, -0.539, -2.330], [3.397, -1.145, -0.930], [2.132, -1.023, -3.115], [2.368, -1.813, -4.224], [1.355, -2.203, -5.083], [0.081, -1.722, -4.848], [-0.222, -0.954, -3.739], [-1.660, -0.494, -3.629], [-2.474, -1.471, -2.766], [-1.827, 0.955, -3.181], [0.790, -0.648, -2.774], [0.505, -0.036, -1.675], [4.192, 1.340, -1.688], [2.434, 1.367, -1.838], [3.439, 1.398, -3.292], [4.228, -0.869, -2.876], [2.516, -0.864, -0.357], [4.276, -0.780, -0.400], [3.441, -2.233, -0.983], [3.384, -2.127, -4.431], [1.561, -2.837, -5.936], [-0.708, -1.950, -5.555], [-2.090, -0.574, -4.638], [-1.051, -1.222, -1.297], [-2.356, -2.483, -3.177], [-3.535, -1.207, -2.815], [-1.434, 1.118, -2.182], [-2.883, 1.227, -3.185], [-1.288, 1.614, -3.860]]}

2.
{"formula": "C33H29IN6O5Pt", "method": "ωB97M-V/def2-TZVPD", "homo_ev": -12.78, "charge": 2, "gap_ev": 5.153, "species": ["Pt", "C", "C", "N", "C", "C", "C", "O", "C", "C", "N", "C", "C", "C", "C", "C", "C", "I", "C", "O", "H", "H", "H", "H", "H", "H", "H", "H", "H", "H", "H", "H", "O", "C", "O", "C", "C", "C", "C", "C", "N", "H", "H", "H", "H", "C", "C", "C", "C", "C", "N", "C", "O", "N", "C", "C", "C", "C", "N", "C", "C", "C", "H", "H", "H", "H", "H", "H", "H", "H", "H", "H", "H", "H", "H"], "coordinates": [[-0.214, -0.533, -0.162], [2.077, -2.569, -3.535], [2.898, -1.982, -2.429], [4.179, -2.270, -2.358], [4.935, -1.756, -1.378], [4.456, -0.918, -0.395], [5.360, -0.433, 0.714], [5.318, 0.980, 0.875], [3.083, -0.590, -0.449], [2.529, 0.210, 0.618], [1.306, 0.251, 1.044], [1.064, 0.818, 2.352], [2.114, 1.157, 3.214], [1.867, 1.687, 4.466], [0.569, 1.865, 4.920], [-0.487, 1.477, 4.117], [-0.219, 0.959, 2.860], [-1.859, 0.258, 1.793], [2.309, -1.113, -1.482], [1.046, -0.737, -1.678], [2.729, -3.115, -4.210], [1.545, -1.795, -4.090], [1.333, -3.259, -3.127], [5.975, -2.061, -1.378], [6.375, -0.792, 0.538], [5.041, -0.852, 1.670], [5.895, 1.399, 0.228], [3.271, 0.771, 1.172], [3.144, 0.994, 2.934], [2.704, 1.941, 5.101], [0.377, 2.273, 5.903], [-1.505, 1.569, 4.472], [-0.971, -4.077, 1.335], [-0.758, -3.156, 0.611], [0.111, -2.175, 0.892], [-1.393, -3.019, -0.755], [-1.931, -4.092, -1.429], [-2.347, -3.908, -2.740], [-2.199, -2.662, -3.333], [-1.666, -1.621, -2.600], [-1.305, -1.805, -1.325], [-1.995, -5.044, -0.920], [-2.764, -4.733, -3.302], [-2.489, -2.490, -4.360], [-1.529, -0.635, -3.018], [-8.281, -0.985, 2.913], [-7.400, -0.237, 1.951], [-7.481, -0.452, 0.580], [-6.675, 0.224, -0.327], [-5.753, 1.144, 0.151], [-4.856, 1.866, -0.685], [-4.914, 2.004, -2.038], [-5.794, 1.641, -2.773], [-3.778, 2.674, -2.572], [-2.454, 2.482, -2.257], [-1.469, 3.352, -2.751], [-0.144, 3.121, -2.462], [0.214, 2.021, -1.695], [-0.716, 1.179, -1.247], [-2.017, 1.393, -1.507], [-5.657, 1.379, 1.520], [-6.472, 0.696, 2.406], [-9.173, -1.364, 2.417], [-8.591, -0.348, 3.740], [-7.750, -1.839, 3.339], [-8.206, -1.159, 0.198], [-6.779, 0.050, -1.386], [-4.270, 2.527, -0.199], [-3.987, 3.145, -3.441], [-1.760, 4.203, -3.354], [0.626, 3.785, -2.828], [1.243, 1.794, -1.462], [-2.718, 0.652, -1.153], [-4.974, 2.137, 1.892], [-6.401, 0.906, 3.467]]}

3.
{"formula": "C33H29N3O3S4SrTe", "method": "ωB97M-V/def2-TZVPD", "homo_ev": -0.65, "charge": -2, "gap_ev": 4.530, "species": ["Sr", "C", "C", "O", "C", "C", "C", "N", "N", "C", "O", "C", "C", "C", "C", "C", "C", "H", "H", "H", "H", "H", "H", "H", "H", "H", "H", "H", "H", "O", "C", "S", "C", "C", "S", "S", "S", "Te", "C", "C", "C", "C", "C", "C", "C", "C", "C", "C", "C", "C", "H", "H", "H", "H", "H", "H", "H", "H", "H", "H", "C", "C", "C", "C", "N", "C", "C", "H", "H", "H", "H", "H", "H", "H"], "coordinates": [[0.077, -0.003, 0.530], [-2.914, 3.223, -0.326], [-2.029, 2.053, -0.723], [-1.722, 1.240, 0.184], [-1.655, 1.944, -2.064], [-0.849, 0.915, -2.608], [-0.671, 0.875, -4.111], [-0.293, -0.008, -1.862], [0.300, -1.035, -2.569], [0.956, -1.897, -1.850], [1.133, -1.828, -0.566], [1.533, -3.021, -2.655], [2.442, -3.920, -2.102], [3.016, -4.925, -2.868], [2.686, -5.062, -4.208], [1.760, -4.187, -4.766], [1.189, -3.185, -4.002], [-2.510, 3.666, 0.586], [-3.919, 2.858, -0.104], [-2.970, 3.978, -1.110], [-2.024, 2.693, -2.752], [-1.079, 1.773, -4.573], [-1.169, -0.006, -4.519], [0.389, 0.780, -4.348], [2.698, -3.813, -1.057], [3.734, -5.601, -2.418], [3.140, -5.839, -4.811], [1.483, -4.290, -5.810], [0.473, -2.496, -4.428], [-2.291, 3.592, 5.893], [-1.595, 3.015, 5.075], [-1.188, 1.311, 5.155], [-0.150, 1.215, 3.711], [0.004, 2.366, 3.013], [0.947, 2.631, 1.599], [-0.871, 3.774, 3.669], [0.553, -0.320, 3.361], [2.574, -2.813, 1.516], [3.726, -3.916, 2.996], [3.540, -3.866, 4.376], [4.237, -4.713, 5.227], [5.168, -5.607, 4.718], [5.424, -5.615, 3.353], [4.705, -4.782, 2.509], [0.781, -3.792, 2.060], [-0.016, -4.334, 1.056], [-1.188, -5.006, 1.368], [-1.587, -5.141, 2.689], [-0.806, -4.586, 3.692], [0.366, -3.916, 3.381], [2.854, -3.143, 4.799], [4.049, -4.679, 6.294], [5.690, -6.294, 5.374], [6.168, -6.290, 2.944], [4.890, -4.812, 1.440], [0.281, -4.222, 0.022], [-1.798, -5.419, 0.573], [-2.509, -5.658, 2.931], [-1.122, -4.657, 4.727], [0.938, -3.465, 4.177], [-5.859, -3.205, 1.848], [-4.520, -2.572, 1.586], [-3.748, -2.047, 2.611], [-2.508, -1.493, 2.318], [-2.019, -1.435, 1.084], [-2.768, -1.913, 0.092], [-4.008, -2.490, 0.294], [-6.013, -3.360, 2.916], [-5.936, -4.168, 1.340], [-6.661, -2.566, 1.475], [-4.097, -2.073, 3.636], [-1.873, -1.095, 3.103], [-2.342, -1.819, -0.904], [-4.574, -2.879, -0.545]]}

4.
{"formula": "C33H30ClN4OPPbS", "method": "ωB97M-V/def2-TZVPD", "homo_ev": -18.45, "charge": 4, "gap_ev": 4.720, "species": ["Pb", "Cl", "C", "C", "C", "C", "C", "C", "P", "C", "C", "C", "C", "C", "C", "C", "C", "C", "C", "C", "C", "H", "H", "H", "H", "H", "H", "H", "H", "H", "H", "H", "H", "H", "H", "C", "N", "C", "C", "N", "C", "S", "C", "C", "C", "C", "C", "N", "H", "H", "H", "H", "H", "H", "H", "H", "H", "O", "C", "C", "C", "C", "C", "C", "N", "H", "H", "H", "H", "H", "H", "H"], "coordinates": [[-0.720, 0.032, 0.714], [2.378, 0.845, 2.289], [3.956, 0.641, 1.602], [5.040, 0.564, 2.448], [6.312, 0.369, 1.908], [6.506, 0.241, 0.536], [5.424, 0.282, -0.317], [4.131, 0.525, 0.210], [2.881, 0.740, -0.978], [2.952, -0.378, -2.274], [3.156, -1.747, -1.948], [3.336, -2.662, -2.957], [3.327, -2.232, -4.288], [3.148, -0.886, -4.621], [2.937, 0.044, -3.631], [2.232, 2.299, -1.244], [2.773, 3.389, -0.509], [2.382, 4.668, -0.826], [1.451, 4.874, -1.847], [0.884, 3.804, -2.551], [1.239, 2.516, -2.237], [4.902, 0.646, 3.517], [7.160, 0.300, 2.578], [7.502, 0.107, 0.135], [5.572, 0.174, -1.384], [3.184, -2.064, -0.912], [3.501, -3.705, -2.727], [3.474, -2.957, -5.080], [3.196, -0.574, -5.655], [2.837, 1.091, -3.884], [3.523, 3.219, 0.253], [2.801, 5.513, -0.296], [1.156, 5.886, -2.096], [0.168, 3.999, -3.339], [0.782, 1.679, -2.749], [-4.714, 3.033, 2.976], [-4.556, 1.578, 2.847], [-5.597, 0.678, 3.000], [-5.075, -0.557, 2.932], [-3.698, -0.413, 2.739], [-3.406, 0.918, 2.686], [-1.887, 1.693, 2.401], [-2.795, -1.488, 2.997], [-3.125, -2.407, 3.980], [-2.257, -3.456, 4.232], [-1.078, -3.547, 3.505], [-0.824, -2.579, 2.559], [-1.664, -1.562, 2.292], [-5.687, 3.308, 2.579], [-3.928, 3.531, 2.417], [-4.650, 3.309, 4.026], [-6.615, 1.004, 3.135], [-5.549, -1.521, 2.969], [-4.031, -2.290, 4.557], [-2.492, -4.181, 5.000], [-0.367, -4.342, 3.677], [0.097, -2.603, 1.987], [-2.259, 1.285, -0.841], [-3.263, 0.608, -1.618], [-2.881, -0.838, -1.768], [-3.494, -1.624, -2.733], [-3.143, -2.958, -2.835], [-2.173, -3.469, -1.978], [-1.611, -2.623, -1.049], [-1.962, -1.331, -0.933], [-2.629, 2.121, -0.525], [-3.364, 1.080, -2.595], [-4.228, 0.676, -1.108], [-4.239, -1.194, -3.390], [-3.612, -3.593, -3.575], [-1.865, -4.504, -2.030], [-0.857, -2.984, -0.358]]}

5.
{"formula": "C33H30CrN5O5PS2", "method": "ωB97M-V/def2-TZVPD", "homo_ev": [-7.08, -7.08], "multiplicity": 5, "charge": 0, "gap_ev": [5.295, 5.144], "species": ["Cr", "C", "C", "C", "C", "C", "O", "C", "N", "C", "C", "C", "C", "C", "C", "P", "C", "C", "C", "C", "C", "C", "C", "C", "C", "C", "C", "C", "H", "H", "H", "H", "H", "H", "H", "H", "H", "H", "H", "H", "H", "H", "H", "H", "H", "H", "H", "H", "H", "H", "H", "H", "O", "S", "O", "O", "C", "N", "C", "C", "C", "N", "C", "C", "C", "N", "C", "C", "H", "H", "H", "H", "H", "H", "O", "S", "N"], "coordinates": [[-1.067, 0.105, -1.251], [-5.523, 1.333, -0.521], [-4.085, 0.986, -0.914], [-3.874, -0.510, -0.683], [-3.092, 1.829, -0.097], [-3.420, 3.334, -0.085], [-2.162, 3.969, -0.125], [-1.242, 3.046, -0.537], [-1.703, 1.801, -0.588], [0.044, 3.560, -0.859], [0.252, 4.950, -0.681], [1.446, 5.542, -0.995], [2.493, 4.784, -1.517], [2.318, 3.428, -1.701], [1.121, 2.794, -1.373], [1.021, 1.001, -1.606], [2.262, 0.387, -0.431], [2.926, -0.817, -0.660], [3.815, -1.301, 0.284], [4.032, -0.603, 1.462], [3.349, 0.578, 1.705], [2.460, 1.070, 0.767], [1.764, 0.817, -3.253], [0.890, 0.943, -4.330], [1.374, 0.886, -5.623], [2.730, 0.701, -5.845], [3.600, 0.575, -4.776], [3.122, 0.631, -3.478], [-6.212, 0.656, -1.021], [-5.789, 2.347, -0.799], [-5.657, 1.225, 0.552], [-3.930, 1.205, -1.981], [-4.017, -0.753, 0.370], [-2.866, -0.830, -0.994], [-4.596, -1.078, -1.267], [-3.098, 1.449, 0.938], [-3.951, 3.651, 0.813], [-3.988, 3.640, -0.973], [-0.560, 5.542, -0.290], [1.577, 6.602, -0.837], [3.432, 5.250, -1.771], [3.126, 2.835, -2.104], [2.738, -1.368, -1.570], [4.340, -2.227, 0.102], [4.728, -0.982, 2.197], [3.510, 1.119, 2.626], [1.918, 1.986, 0.957], [-0.170, 1.085, -4.134], [0.699, 0.990, -6.460], [3.107, 0.652, -6.855], [4.656, 0.440, -4.951], [3.804, 0.528, -2.646], [-2.612, -2.751, 6.390], [-2.252, -4.134, 6.607], [-1.857, -4.479, 7.950], [-3.046, -5.114, 5.885], [-0.725, -4.349, 5.572], [0.115, -5.326, 5.812], [1.048, -5.521, 4.885], [1.138, -4.741, 3.743], [0.187, -3.724, 3.597], [-0.748, -3.559, 4.544], [0.065, -2.814, 2.473], [0.631, -3.019, 1.210], [0.279, -2.190, 0.170], [-0.573, -1.160, 0.303], [-1.047, -0.910, 1.539], [-0.765, -1.689, 2.627], [1.741, -6.329, 5.082], [1.916, -4.898, 3.014], [1.288, -3.856, 1.023], [0.660, -2.364, -0.826], [-1.702, -0.052, 1.639], [-1.204, -1.503, 3.595], [1.127, -2.173, -2.950], [-0.252, -2.035, -3.476], [-1.060, -1.092, -2.599]]}

6.
{"formula": "C33H30F15FeGeN5O4PS2", "method": "ωB97M-V/def2-TZVPD", "homo_ev": [-13.56, -13.57], "multiplicity": 6, "charge": 2, "gap_ev": [8.968, 6.252], "species": ["Fe", "C", "C", "N", "C", "C", "N", "C", "C", "N", "H", "H", "H", "H", "H", "H", "H", "H", "H", "H", "H", "H", "H", "H", "H", "O", "C", "O", "C", "C", "C", "C", "S", "C", "C", "H", "H", "H", "H", "H", "N", "C", "P", "O", "O", "C", "N", "H", "H", "H", "H", "H", "H", "H", "H", "H", "H", "F", "C", "C", "C", "F", "C", "F", "C", "F", "C", "F", "Ge", "S", "C", "C", "F", "C", "F", "C", "F", "C", "F", "C", "F", "C", "C", "F", "C", "F", "C", "F", "C", "F", "C", "F"], "coordinates": [[-0.093, 0.931, 2.011], [-1.747, 3.211, 1.059], [-2.667, 2.014, 0.632], [-2.221, 0.719, 1.117], [-3.145, 0.103, 2.181], [-2.381, -0.428, 3.425], [-1.180, 0.379, 3.826], [-1.432, 1.644, 4.549], [-1.777, 2.841, 3.612], [-1.037, 2.847, 2.334], [-0.925, 3.378, 0.396], [-2.272, 4.202, 0.961], [-3.677, 2.204, 0.910], [-2.682, 2.097, -0.452], [-2.115, 0.096, 0.369], [-3.860, 0.805, 2.542], [-3.653, -0.773, 1.743], [-3.071, -0.472, 4.255], [-2.089, -1.499, 3.322], [-0.554, -0.199, 4.369], [-2.271, 1.473, 5.250], [-0.509, 1.896, 5.068], [-2.869, 2.804, 3.455], [-1.645, 3.690, 4.202], [-0.193, 3.417, 2.451], [6.371, -3.055, 4.628], [5.075, -2.960, 4.540], [4.391, -3.953, 4.613], [4.410, -1.614, 4.257], [4.829, -0.813, 3.176], [4.062, 0.234, 2.811], [2.877, 0.540, 3.475], [1.854, 1.850, 2.820], [2.508, -0.252, 4.545], [3.274, -1.336, 4.944], [6.836, -2.239, 4.635], [5.745, -1.062, 2.667], [4.505, 0.872, 2.071], [1.624, -0.035, 5.195], [2.929, -1.983, 5.677], [2.631, -4.000, 2.496], [1.325, -3.318, 2.576], [1.249, -2.115, 1.280], [2.680, -1.820, 1.049], [0.279, -1.002, 1.748], [0.771, -3.093, -0.194], [1.129, -2.237, -1.348], [3.161, -3.449, 1.781], [2.648, -4.962, 2.042], [3.287, -4.044, 3.330], [1.269, -2.702, 3.489], [0.467, -3.975, 2.614], [-0.248, -3.385, -0.099], [1.363, -4.011, -0.132], [0.895, -2.593, -2.237], [2.136, -2.069, -1.283], [0.393, -0.458, -0.747], [-3.336, 1.178, -2.167], [-3.027, 2.311, -2.860], [-1.734, 2.278, -3.391], [-1.470, 3.358, -4.197], [-0.428, 3.383, -4.990], [-2.287, 4.491, -4.234], [-1.911, 5.557, -4.895], [-3.513, 4.499, -3.580], [-4.324, 5.521, -3.735], [-3.901, 3.349, -2.946], [-5.184, 3.207, -2.592], [-0.602, 0.695, -3.068], [0.102, 0.853, -0.908], [-1.762, -0.868, -3.286], [-2.342, -1.715, -2.392], [-2.136, -1.524, -1.064], [-3.332, -2.636, -2.774], [-3.935, -3.352, -1.807], [-3.650, -2.822, -4.122], [-4.416, -3.780, -4.591], [-3.024, -2.024, -5.041], [-3.278, -2.345, -6.304], [-2.163, -1.019, -4.637], [-1.642, -0.215, -5.577], [1.016, 0.707, -4.117], [1.866, 1.774, -3.971], [1.594, 2.768, -3.123], [2.954, 1.948, -4.789], [3.611, 3.096, -4.679], [3.320, 0.957, -5.670], [4.454, 1.129, -6.307], [2.559, -0.191, -5.769], [3.015, -1.220, -6.463], [1.456, -0.296, -4.983], [0.795, -1.394, -4.976]]}